Entry 1:
{"formula": "C29H53BrN2O9P2", "method": "ωB97M-V/def2-TZVPD", "lumo_ev": -1.51, "total_energy_ev": -140951.649, "orbital_gap_ev": 7.1, "species": ["N", "H", "O", "H", "H", "H", "C", "H", "H", "C", "C", "P", "H", "H", "C", "H", "H", "C", "H", "C", "H", "C", "H", "C", "H", "O", "O", "H", "H", "H", "H", "H", "H", "C", "C", "H", "C", "C", "H", "C", "H", "C", "H", "H", "H", "H", "H", "C", "H", "C", "O", "C", "H", "H", "H", "C", "H", "H", "H", "H", "P", "O", "C", "H", "C", "O", "C", "H", "H", "H", "C", "N", "C", "H", "H", "H", "O", "C", "H", "Br", "H", "H", "O", "C", "H", "H", "H", "H", "H", "C", "H", "H", "C", "C", "O", "C"], "xyz": [[-2.6351, -3.3085, -2.5726], [1.3161, -2.0562, 3.4060], [3.2202, 4.6745, -0.3609], [-4.2522, -1.9683, 1.0918], [7.4713, -6.2022, 3.8643], [0.9268, -4.7846, 0.8632], [-6.2886, -0.5495, -2.5695], [6.0481, -6.4835, 4.8840], [4.3052, -1.3425, 3.3982], [-0.4422, 7.1666, 1.0506], [-5.6383, -1.0039, -3.8884], [2.6283, 5.5284, 1.0078], [-1.8480, -2.2926, 1.4350], [-3.8785, 1.1756, -1.8544], [-3.7625, -2.4573, 0.1777], [-0.8044, 5.1999, 0.2753], [2.7399, -6.5094, 0.5223], [-2.1768, -2.2552, 0.3253], [2.0598, -3.5197, 0.3757], [3.5176, 3.2980, -0.1172], [0.3852, 7.7829, 1.4073], [2.1711, -1.4651, 3.0668], [-6.4399, 1.2736, 1.5480], [-2.1022, -3.6341, -6.5536], [4.5420, 7.3630, 1.9817], [3.3439, 6.8733, 0.3691], [2.1135, 6.1905, 2.2904], [1.4796, 2.6261, -0.3843], [-1.6475, -3.1592, -0.1680], [6.4263, -4.8570, 4.3618], [-3.8188, 0.7434, 0.7024], [-1.0402, -1.1016, -1.3022], [-4.0257, -3.5844, 0.2577], [-4.3595, -1.9460, -3.9736], [-6.1219, 1.0036, 0.4664], [-1.2727, 7.2544, 1.7554], [-2.1221, -3.6516, -3.8552], [-5.6157, -1.0487, -1.2115], [6.0968, -5.7984, 1.8977], [2.7633, -5.5326, 0.0340], [0.0058, 5.1856, 1.8285], [-4.5933, 1.4920, 0.3190], [-7.2219, 0.1015, -2.6050], [-4.5007, 2.4404, 0.9803], [5.6988, 6.1493, -0.5937], [4.3115, 3.2309, 0.6332], [4.8145, 8.2699, 0.4912], [4.5983, 7.2758, 0.8935], [5.5841, 5.3500, 0.9719], [-0.0429, 5.7112, 0.8714], [-3.4748, 3.2194, -1.1750], [-6.3678, -0.5478, 0.1296], [-0.7553, 7.5943, 0.0938], [-6.8145, 1.6046, -0.2391], [-2.1479, 4.1879, -2.4730], [3.4338, -1.8554, 3.8139], [-1.8758, 2.2960, -2.2607], [-0.9887, -3.3819, -6.5929], [1.9462, -0.4066, 3.2069], [-2.1978, -4.7680, -6.6837], [4.0801, -3.9619, 2.3707], [4.3158, -5.5087, 2.9301], [1.9839, -4.5082, 0.8394], [-6.1990, -1.2565, 1.0244], [-4.3668, -1.9696, -1.2241], [5.5530, -3.5403, 2.4119], [5.7089, 6.3238, 0.4857], [-2.6280, -3.1267, -7.4295], [2.3483, -5.6273, -0.9721], [3.3384, -1.5527, 4.8608], [5.5878, -6.1351, 2.8045], [-3.9058, -2.2704, -5.3010], [-3.7654, -2.4191, -2.6256], [2.2841, -1.6472, 1.9927], [-7.4978, -0.6508, -0.1143], [-5.3119, 2.3070, -1.6330], [2.4342, -4.4243, 2.1932], [-2.6276, 3.1579, -2.3677], [-1.2145, -4.3365, -3.9068], [-0.1568, -0.2561, 0.9465], [3.9036, 2.8769, -1.0489], [3.8156, -5.2447, -0.0612], [1.1934, 5.6025, 0.1733], [-1.6045, -0.8974, -0.3126], [5.4161, -7.2086, 2.6834], [1.9289, 2.8767, 1.2987], [-3.3116, 2.9336, -3.2576], [-2.3827, -0.0916, -0.5239], [2.5362, 1.4554, 0.4382], [-4.2929, 2.0100, -1.1909], [6.6850, 6.7191, 0.7704], [-6.1218, -0.6537, -4.8770], [2.2966, 2.5159, 0.3321], [6.4361, -5.9011, 4.0435], [3.6368, -3.2585, 3.7974], [-2.7699, -3.1226, -5.1657]], "lowdin_charge": [0.0730, 0.0827, -0.2077, 0.1009, 0.0767, 0.1201, -0.0150, 0.0757, 0.1084, -0.0752, -0.0044, 0.6967, 0.0842, 0.1015, -0.1625, 0.1108, 0.0877, -0.2954, 0.1043, -0.3052, 0.0711, -0.1404, 0.1164, -0.0775, 0.1082, -0.2286, -0.2274, 0.0808, 0.0964, 0.0717, 0.0976, 0.0703, 0.1287, -0.1654, -0.1973, 0.0769, -0.0379, -0.1126, 0.1015, -0.0831, 0.1031, -0.1495, 0.1022, 0.1230, 0.0843, 0.1052, 0.1192, -0.3013, 0.0603, -0.2996, -0.2356, -0.1765, 0.0750, 0.1098, 0.0997, -0.2968, 0.0952, 0.0767, 0.0606, 0.0803, 0.6969, -0.2271, -0.3075, 0.1052, -0.0646, -0.2280, -0.0852, 0.0762, 0.0799, 0.1206, -0.3049, 0.1101, -0.1194, 0.0282, 0.1142, 0.1225, -0.2058, -0.1110, 0.1138, 0.6342, 0.1225, 0.0694, -0.2271, -0.5400, 0.1142, 0.0704, 0.0947, 0.0387, 0.0572, -0.2358, 0.0770, 0.0992, -0.1085, -0.0766, -0.2254, -0.2208]}

Entry 2:
{"formula": "C24H55Br3N5O11PSi2", "method": "ωB97M-V/def2-TZVPD", "lumo_ev": -0.01, "total_energy_ev": -290925.833, "orbital_gap_ev": 9.1, "species": ["H", "C", "C", "H", "H", "C", "H", "H", "Si", "O", "Br", "C", "H", "C", "C", "N", "H", "H", "N", "O", "C", "H", "H", "H", "C", "H", "H", "H", "H", "C", "H", "C", "H", "O", "O", "H", "H", "O", "N", "N", "C", "Br", "H", "H", "O", "Br", "H", "C", "H", "O", "H", "H", "C", "H", "H", "C", "H", "H", "C", "H", "C", "H", "C", "C", "O", "H", "H", "O", "P", "H", "H", "H", "H", "H", "Si", "H", "C", "C", "H", "H", "H", "H", "O", "H", "H", "H", "H", "H", "C", "C", "H", "N", "H", "C", "H", "C", "H", "H", "H", "H", "O"], "xyz": [[-5.7042, -7.1361, 1.4435], [1.2397, -3.9151, -5.2333], [6.7844, 6.3438, 0.6647], [1.4484, 0.9040, -0.7370], [6.6356, 4.9279, -0.9295], [-4.3346, -7.7278, 2.7741], [3.7897, -4.7720, -0.0110], [9.5547, 7.3871, 1.8934], [-1.4012, -0.4015, -0.1591], [-4.5331, -1.0920, -0.4733], [4.5712, -1.4425, -1.9201], [7.3696, 5.2501, -0.1867], [1.0792, -0.8433, -4.1355], [0.9545, -3.2470, -0.8213], [2.9861, 5.3065, 1.0897], [2.7725, 2.9188, 1.6214], [-5.5801, -4.8182, 2.2689], [3.8222, 1.8983, -3.2638], [-4.9583, -6.7721, 2.0245], [-4.6957, -8.8991, 2.7012], [2.0528, -5.7308, -1.3567], [-8.8305, -4.1744, 2.2786], [2.9489, 5.9679, 0.2205], [-2.6323, 6.8352, -0.8423], [-0.4140, 6.3127, 0.6130], [3.0994, -6.2145, -1.6633], [-0.5906, 0.8239, 0.0607], [0.9417, -3.1712, 0.3535], [3.1759, 0.2152, -4.0516], [-9.8948, -3.6753, 0.5089], [-2.4085, -6.8422, 3.0745], [-7.5089, -1.9721, 0.1326], [3.9715, 5.4021, 1.5552], [-6.8078, -2.9045, 2.2275], [-0.8863, -1.0894, -1.6904], [-4.4170, -5.0946, 0.9488], [-9.9925, -4.7103, 0.1734], [2.5655, 3.5773, -0.5173], [7.5712, 6.8667, 1.6506], [-1.3308, 7.3138, 0.7602], [-3.2108, -7.2856, 3.6714], [2.4537, -0.7345, 1.0121], [2.6132, 1.9847, 1.2626], [7.6306, 4.3901, 0.4371], [1.7260, -3.4161, -6.4017], [-1.3425, -1.8285, 1.6246], [2.3784, -2.2225, -3.7166], [-7.6591, -2.8511, 1.3443], [1.2829, -6.0107, -2.1942], [1.6006, -5.3034, -4.9064], [3.8545, 2.4954, 3.3286], [-0.2984, -3.6344, -3.4418], [1.9703, -0.1592, -0.8848], [1.7586, -6.1995, -0.3247], [2.2042, 5.6127, 1.7909], [2.7587, 3.8839, 0.6558], [0.0083, -3.8734, -1.1592], [-9.7536, -3.0264, -0.3569], [-4.6748, -5.3560, 1.9777], [-3.5808, -6.5635, 4.4053], [8.9259, 6.4993, 1.9933], [-10.8051, -3.3814, 1.0369], [-0.6269, 5.3329, -0.5087], [3.3672, 0.1488, -1.7053], [-3.8701, 0.9827, 1.3476], [8.9354, 6.1677, 3.0343], [9.3189, 5.7046, 1.3571], [0.5410, 6.2358, 1.3808], [-3.5103, 0.3458, -0.2708], [-1.1288, 7.9374, 1.5327], [-7.5055, -2.5836, -0.7745], [0.1761, 4.5915, -0.5085], [-2.8063, -8.1473, 4.2082], [-1.5790, 4.8114, -0.3737], [0.8373, -1.4903, -1.6906], [-3.8557, -5.0700, 2.6394], [-2.5084, 7.5632, -0.0391], [2.3024, -4.0843, -1.2303], [-6.5625, -1.4283, 0.1862], [-2.4226, 8.5644, -0.4680], [2.1013, 2.7044, 3.5625], [-0.4560, -2.4014, -4.9737], [5.6441, 6.7675, 0.4985], [3.1435, 4.1290, 3.3210], [-4.0972, 0.1511, 1.8963], [8.2548, 5.6194, -0.7129], [-8.3245, -1.2439, 0.0958], [-3.3798, 7.5279, 0.6189], [0.2686, -2.9922, -4.2393], [1.2763, -1.8505, -3.5715], [2.5918, -5.3104, -4.6614], [-8.7924, -3.6065, 1.4405], [-0.6141, 5.8562, -1.4694], [3.1113, 0.9775, -3.1355], [1.9635, 1.2981, -3.0914], [2.9819, 3.0868, 3.0412], [2.8024, -3.7681, -2.2396], [-4.1689, -1.7407, 0.2166], [3.9715, 0.9223, -1.0257], [7.1176, 7.5977, 2.1856], [3.2479, -3.9317, -0.0748]], "lowdin_charge": [0.1406, -0.2714, -0.5385, 0.0652, 0.0873, -0.5516, 0.0956, 0.0827, 0.0515, -0.4156, 0.6637, -0.0103, 0.0894, -0.2269, -0.0317, 0.0066, 0.0581, 0.0953, 0.0001, 0.0158, -0.0853, 0.1433, 0.0916, 0.0760, -0.5037, 0.0926, -0.0195, 0.0403, 0.0772, -0.0815, 0.0833, -0.0088, 0.0687, 0.0036, -0.4185, 0.0830, 0.0840, -0.0050, -0.0019, 0.0024, -0.0169, 0.6437, 0.0505, 0.0857, -0.0399, 0.3168, 0.0601, -0.5362, 0.0771, -0.0386, 0.0806, 0.1092, -0.7097, 0.0929, 0.0531, -0.5306, 0.0997, 0.0763, -0.0787, 0.0853, -0.0849, 0.0842, 0.0071, -0.7459, -0.4096, 0.0825, 0.0753, 0.0033, 0.7460, 0.1426, 0.0930, 0.0682, 0.0844, 0.0860, 0.4592, 0.0760, -0.0827, -0.4093, 0.0481, 0.0830, 0.0827, 0.1388, 0.0192, 0.0811, 0.0627, 0.0854, 0.0909, 0.0832, -0.1114, -0.2400, 0.1384, 0.0016, 0.0917, -0.1328, 0.0933, -0.0768, 0.0845, 0.0376, 0.0971, 0.1426, -0.1843]}

Entry 3:
{"formula": "C41H37N2O17", "method": "ωB97M-V/def2-TZVPD", "total_charge": -1, "lumo_ev": 0.17, "total_energy_ev": -80891.273, "orbital_gap_ev": 4.8, "species": ["O", "H", "O", "H", "H", "H", "H", "O", "H", "C", "C", "H", "H", "C", "H", "O", "C", "H", "H", "C", "C", "H", "C", "H", "N", "H", "H", "H", "C", "C", "C", "H", "C", "O", "H", "C", "C", "C", "C", "H", "C", "C", "O", "C", "C", "C", "C", "C", "H", "H", "C", "C", "C", "C", "H", "N", "H", "C", "H", "H", "O", "C", "O", "H", "C", "O", "H", "O", "C", "C", "H", "C", "C", "O", "O", "H", "H", "C", "C", "H", "H", "C", "H", "C", "C", "O", "O", "H", "C", "H", "H", "C", "C", "H", "O", "O", "O"], "xyz": [[14.6912, -9.7736, 23.0778], [12.0280, -15.6397, 15.2705], [7.6968, -9.6641, 16.0702], [14.5456, -12.2133, 14.2025], [12.9387, -8.5919, 15.9883], [13.9342, -11.7617, 17.8294], [14.4029, -9.5539, 16.3636], [5.3250, -10.3935, 20.7809], [4.0779, -10.4898, 18.4728], [14.5223, -6.5136, 17.7911], [13.4584, -9.1982, 16.7527], [9.0108, -9.4846, 18.3914], [12.3253, -10.9575, 16.3742], [6.1591, -11.8683, 13.5371], [10.9459, -6.8570, 23.6094], [4.8091, -12.9323, 11.9148], [16.1549, -9.0284, 21.3991], [10.7700, -10.1611, 19.8901], [12.8741, -4.4497, 20.0020], [10.7925, -9.4601, 20.7398], [16.2989, -11.3440, 22.3390], [11.1840, -14.4300, 13.1837], [17.1484, -10.3309, 17.0578], [15.8414, -12.0556, 22.9911], [5.4873, -13.0462, 12.9665], [9.8181, -9.0027, 24.0299], [16.2343, -10.3308, 17.6679], [12.3641, -11.8404, 18.7817], [10.3323, -9.7950, 22.1277], [11.7211, -7.4506, 21.6667], [10.9711, -14.1553, 14.1938], [16.8998, -8.4212, 16.2618], [17.4019, -11.5931, 21.6509], [16.8537, -11.8684, 13.8438], [17.9835, -12.5289, 21.6415], [10.0770, -12.9135, 14.2911], [11.2196, -14.0620, 16.6290], [12.4890, -10.2042, 17.2588], [13.1910, -4.8582, 16.5344], [14.2198, -6.6652, 19.9635], [11.4940, -14.6729, 15.2918], [5.1463, -10.2911, 18.4835], [19.3447, -8.3947, 15.0823], [19.5075, -10.6602, 15.6287], [17.2572, -9.2498, 20.6457], [12.8861, -4.2250, 17.8122], [14.0566, -5.8831, 16.4737], [13.0909, -11.1919, 18.3130], [7.1249, -11.7817, 13.0619], [15.6239, -8.0446, 21.3783], [17.5083, -9.2661, 16.3528], [18.7972, -9.3299, 15.6182], [13.9000, -6.0439, 19.0890], [17.9343, -11.6281, 17.2523], [7.8369, -9.6111, 20.4896], [16.1313, -10.9383, 13.7329], [13.6096, -8.5082, 17.6017], [18.0043, -10.5043, 20.8267], [12.0591, -8.2171, 19.6877], [14.2345, -10.4862, 14.7726], [11.7609, -14.5582, 17.6315], [10.9051, -7.6374, 22.8929], [12.2636, -3.1597, 17.8015], [20.3626, -10.7349, 15.0204], [19.1749, -11.6868, 16.4246], [16.4753, -9.8262, 13.4936], [14.1498, -10.8642, 13.0675], [11.4017, -9.6103, 17.7322], [9.9209, -12.2812, 15.5746], [7.1610, -9.8133, 17.1769], [17.6856, -8.4680, 20.0632], [11.5221, -8.3950, 20.5828], [5.8783, -10.1224, 19.7283], [12.5165, -6.4926, 21.5314], [17.5396, -12.5955, 17.9091], [5.6494, -10.8772, 13.3209], [5.1820, -10.1249, 16.2989], [15.6417, -10.0142, 22.3278], [13.2066, -4.9082, 19.0963], [13.5168, -10.5916, 19.0924], [14.3167, -6.2996, 15.4960], [7.2666, -9.7783, 19.5766], [12.8534, -4.3597, 15.6430], [5.6943, -10.1522, 17.2843], [7.9251, -9.7312, 18.4129], [9.6167, -12.4611, 13.2576], [9.8975, -10.9275, 22.3523], [9.4676, -11.2840, 15.6541], [10.5700, -12.7618, 16.7060], [10.6856, -12.2514, 17.6425], [6.3832, -12.1223, 14.5334], [10.3316, -8.7493, 23.1381], [14.6791, -11.1314, 13.9820], [19.8592, -12.4971, 16.5490], [5.7172, -14.0960, 13.4876], [15.5015, -7.2052, 17.8991], [19.1059, -10.6860, 20.3274]], "lowdin_charge": [0.0857, 0.1265, 0.0705, 0.1075, 0.0944, 0.0815, 0.0377, 0.1080, 0.1220, -0.3834, -0.0937, 0.1176, 0.1072, 0.0315, 0.1148, 0.0211, 0.0242, 0.1088, 0.1073, 0.0198, 0.0161, 0.1056, 0.0173, 0.1136, -0.4385, 0.1204, 0.1108, 0.0483, -0.3580, -0.3145, 0.0188, 0.0857, 0.0263, 0.0860, 0.1339, -0.3846, -0.3656, -0.7233, 0.0040, 0.1125, 0.0026, -0.0054, 0.1036, 0.0246, 0.0368, -0.3755, 0.0455, -0.0634, 0.0839, 0.1298, 0.0059, -0.3781, 0.0144, -0.3477, 0.1150, -0.4789, 0.0559, -0.3846, 0.0945, 0.0725, 0.0771, 0.0123, 0.0711, 0.1009, 0.0132, 0.0751, 0.0992, -0.2541, 0.0374, -0.3575, 0.1143, 0.0044, -0.4062, 0.0442, 0.0764, 0.1280, 0.1251, -0.3828, 0.0199, 0.0449, 0.1226, 0.0204, 0.1169, 0.0195, 0.0446, 0.0721, 0.0855, 0.1111, 0.0352, 0.0972, 0.0705, -0.0047, 0.0503, 0.1084, 0.0777, 0.0687, 0.0863]}

Entry 4:
{"formula": "C3HF5IN", "method": "ωB97M-V/def2-TZVPD", "lumo_ev": [-2.44, -2.44], "total_energy_ev": -26300.767, "de_lowest_kcal_mol": 15.2, "orbital_gap_ev": [6.5, 6.5], "species": ["F", "C", "F", "I", "C", "F", "C", "N", "F", "F", "H"], "xyz": [[0.0920, 1.4105, -2.4522], [0.5381, -0.4060, 0.3814], [0.0815, 2.4321, -0.6623], [1.0804, -2.3045, 2.5618], [-0.1081, -0.0595, -0.7287], [-1.7654, 1.4668, -1.2167], [-0.4391, 1.2998, -1.2585], [0.4309, -1.6972, 0.8411], [-0.6925, -1.7835, 2.9456], [1.3910, 0.4495, 0.8651], [-0.6088, -0.8079, -1.2766]], "nbo_charge": [-0.3112, 0.5433, -0.3410, 1.2724, -0.4216, -0.3141, 0.9675, -0.7390, -0.5917, -0.3037, 0.2390]}